{"formula": "C41H40IN4O4PSTi", "method": "ωB97M-V/def2-TZVPD", "species": ["Ti", "N", "C", "C", "C", "N", "C", "C", "N", "C", "H", "H", "H", "H", "H", "H", "H", "H", "H", "H", "H", "H", "H", "H", "H", "H", "O", "C", "O", "C", "C", "C", "C", "C", "N", "H", "H", "H", "H", "O", "C", "O", "C", "C", "C", "C", "C", "C", "S", "H", "H", "H", "H", "I", "C", "C", "C", "C", "C", "C", "C", "C", "C", "P", "C", "C", "C", "C", "C", "C", "C", "C", "C", "C", "C", "C", "C", "H", "H", "H", "H", "H", "H", "H", "H", "H", "H", "H", "H", "H", "H", "H", "H"], "coordinates": [[-0.31, -1.58, 0.48], [-0.06, -2.52, 4.48], [-0.17, -1.20, 3.84], [-1.40, -0.34, 4.13], [-1.44, 0.84, 3.14], [-1.70, 0.37, 1.76], [-0.13, 1.62, 3.17], [1.12, 0.76, 3.01], [1.21, 0.20, 1.64], [1.10, -0.39, 4.01], [-0.85, -3.09, 4.21], [-0.05, -2.45, 5.49], [1.27, -3.48, 3.59], [-0.27, -1.44, 2.81], [-1.37, 0.06, 5.15], [-2.30, -0.94, 4.03], [-2.24, 1.52, 3.46], [-1.85, 1.17, 1.17], [-2.55, -0.19, 1.74], [-0.05, 2.12, 4.14], [-0.14, 2.41, 2.42], [1.99, 1.39, 3.21], [2.11, -0.24, 1.50], [1.18, 0.94, 0.95], [1.18, 0.01, 5.02], [1.98, -1.03, 3.86], [-2.33, -4.23, 2.38], [-1.98, -3.56, 1.42], [-1.99, -2.25, 1.39], [-1.48, -4.13, 0.13], [-1.70, -5.45, -0.23], [-1.35, -5.87, -1.49], [-0.77, -4.94, -2.36], [-0.55, -3.65, -1.92], [-0.87, -3.23, -0.68], [-2.17, -6.11, 0.50], [-1.51, -6.89, -1.82], [-0.49, -5.20, -3.37], [-0.06, -2.92, -2.55], [2.14, -3.64, 3.07], [1.97, -3.15, 1.87], [0.86, -2.74, 1.56], [3.10, -3.10, 0.94], [4.25, -3.82, 1.33], [5.37, -3.88, 0.54], [5.34, -3.20, -0.68], [4.23, -2.49, -1.07], [3.05, -2.39, -0.29], [1.83, -1.35, -0.99], [4.23, -4.33, 2.28], [6.24, -4.44, 0.85], [6.21, -3.23, -1.34], [4.24, -1.96, -2.02], [-2.78, -0.56, -1.42], [-3.29, 0.83, -2.90], [-4.41, 0.46, -3.58], [-4.99, 1.26, -4.59], [-4.42, 2.46, -4.88], [-3.25, 2.89, -4.19], [-2.73, 4.16, -4.51], [-1.63, 4.65, -3.88], [-1.01, 3.85, -2.91], [-1.45, 2.59, -2.58], [-0.41, 1.68, -1.35], [1.28, 1.92, -2.01], [1.53, 1.98, -3.38], [2.83, 1.97, -3.87], [3.91, 1.89, -2.99], [3.67, 1.81, -1.63], [2.38, 1.80, -1.15], [-0.58, 2.89, 0.03], [0.44, 3.59, 0.66], [0.18, 4.40, 1.76], [-1.11, 4.53, 2.24], [-2.15, 3.86, 1.61], [-1.88, 3.05, 0.52], [-2.63, 2.07, -3.20], [-4.89, -0.48, -3.34], [-5.88, 0.92, -5.10], [-4.84, 3.12, -5.63], [-3.25, 4.74, -5.27], [-1.24, 5.63, -4.11], [-0.11, 4.23, -2.43], [0.71, 2.04, -4.08], [3.00, 2.01, -4.93], [4.92, 1.89, -3.38], [4.50, 1.72, -0.93], [2.23, 1.66, -0.08], [1.46, 3.54, 0.29], [0.99, 4.94, 2.23], [-1.32, 5.16, 3.10], [-3.17, 3.96, 1.96], [-2.71, 2.54, 0.02]], "lowdin_spin": [1.5636, 0.0007, 0.0081, 0.0006, 0.0004, 0.0087, 0.0003, 0.0013, 0.0086, 0.0005, 0.0000, 0.0003, 0.0001, 0.0042, 0.0003, 0.0001, 0.0001, 0.0012, 0.0005, 0.0001, 0.0000, 0.0000, 0.0004, 0.0023, 0.0004, 0.0000, 0.0367, 0.0234, 0.0158, 0.0585, -0.0029, 0.0554, 0.0014, 0.0413, 0.0325, -0.0011, 0.0036, -0.0011, 0.0031, 0.0143, 0.0240, 0.0066, 0.0031, 0.0040, 0.0023, 0.0049, 0.0008, 0.0059, 0.0076, 0.0002, 0.0001, 0.0002, -0.0002, 0.0196, 0.0165, 0.0012, 0.0008, -0.0007, 0.0004, -0.0001, 0.0003, 0.0003, 0.0028, 0.0107, 0.0005, 0.0004, -0.0001, 0.0004, 0.0002, 0.0006, 0.0001, 0.0001, 0.0003, 0.0001, 0.0003, 0.0002, 0.0010, 0.0001, 0.0001, 0.0000, 0.0000, 0.0000, 0.0001, 0.0000, 0.0000, 0.0000, 0.0000, 0.0001, 0.0000, 0.0000, 0.0000, 0.0000, 0.0002], "energy_ha": -3993.19783, "s2": 2.012, "relative_energy_kj_mol": 99.8, "homo_ev": [-5.0768, -7.1489], "orbital_gap_ev": [5.1, 7.1], "spin_multiplicity": 3}